Record 1
Entry from the OMol25 dataset: a molecular structure, C10H14NOPt (ωB97M-V with the def2-TZVPD basis set).

Cartesian coordinates (Å):
Pt  0.6255  -0.4243  0.5362
C  3.3757  -1.3464  -0.5583
C  2.8730  -2.7938  -1.0098
C  3.6066  -3.2697  -2.2662
C  1.4521  -2.5434  -1.1191
C  0.6353  -2.5311  0.1104
C  -0.7224  -2.1877  0.0602
C  -1.3426  -1.9175  -1.2493
C  -2.7681  -1.8093  -1.3678
C  -0.4892  -1.8613  -2.4469
C  0.8150  -2.1890  -2.3926
H  4.3554  -1.4991  -0.0976
H  2.7963  -0.8330  0.2596
H  3.4246  -0.6779  -1.4142
H  3.0551  -3.4541  -0.1537
H  3.7554  -2.4684  -2.9898
H  3.0778  -4.0963  -2.7405
H  4.5851  -3.6411  -1.9658
H  1.0391  -3.0345  0.9870
H  -1.3788  -2.3865  0.9011
H  -3.0852  -0.8708  -0.8540
H  -3.2694  -2.5583  -0.7300
H  -3.1504  -1.7890  -2.3852
H  -0.9641  -1.5930  -3.3853
H  1.4297  -2.1939  -3.2861
O  -0.1779  2.2101  1.5734
N  0.1013  1.2543  1.1336

For the HOMO energy, the calculation gives -0.83370 hartree. For the energy above the lowest of the compared OMol25 structures with the same formula, charge and spin, the calculation gives 0.00 kJ/mol. Its total energy is -637.3657 a.u. Its total charge is +3.

These are the natural (NBO) partial charges, in e, on atoms 1 to 5: Pt 0.681; C -0.506; C -0.342; C -0.627; C 0.464



Record 2
Entry from the OMol25 dataset: a molecular structure, C10H14OS in a non-equilibrium geometry (ωB97M-V with the def2-TZVPD basis set).

Cartesian coordinates (Å):
C  2.7970  0.6187  -0.5023
C  2.0687  -0.6727  -0.7791
C  2.2056  1.7173  -0.0446
C  0.8227  -0.8062  -0.3955
C  0.7348  1.9718  -0.2795
C  -0.1024  -1.9809  -0.2332
C  -1.5545  -1.9554  -0.5916
C  -2.3106  -0.6495  -0.2337
C  -0.1361  0.8471  0.2596
C  -0.3044  0.6799  1.6720
O  -2.6745  1.8933  -0.3406
S  -1.5977  0.9706  -0.9014
H  3.8812  0.3678  -0.2566
H  2.5792  -1.5379  -1.2009
H  2.7717  2.5058  0.4162
H  0.5799  2.8088  0.3184
H  0.5836  2.2222  -1.3490
H  0.3686  -2.8630  -0.6682
H  -0.0601  -2.2481  0.8347
H  -1.5416  -2.0477  -1.6511
H  -2.2184  -2.6477  -0.1649
H  -3.2671  -0.7702  -0.7184
H  -2.4599  -0.4240  0.8571
H  -0.2824  -0.4043  1.8917
H  -1.3111  1.1620  1.7326
H  0.4277  1.2421  2.3284

For the HOMO energy, the calculation gives -0.31984 hartree. For the energy above the lowest of the compared OMol25 structures with the same formula, charge and spin, the calculation gives 451.46 kJ/mol. Its total energy is -862.7047 a.u.

These are the natural (NBO) partial charges, in e, on atoms 1 to 5: C -0.209; C -0.298; C -0.160; C 0.118; C -0.513



Record 3
Entry from the OMol25 dataset: a molecular structure, C10H15BBi2ClO2 in a non-equilibrium geometry (ωB97M-V with the def2-TZVPD basis set).

Cartesian coordinates (Å):
Bi  0.4685  -0.6244  -3.4785
Cl  1.2940  2.0260  -3.2064
C  -0.6793  0.0563  -5.3612
C  2.3159  -0.7113  -4.8457
H  -0.3642  -0.3741  -6.3074
H  -1.7450  -0.0004  -5.2572
H  -0.3102  1.0948  -5.3055
H  2.2169  -1.0504  -5.8723
H  3.1650  -1.1432  -4.3510
H  2.3976  0.3957  -4.8621
Bi  0.4688  0.7753  -0.5850
C  -1.6934  1.3453  -0.6052
C  -0.2448  -0.9799  0.8557
H  -2.1511  0.7813  -1.4337
H  -2.2562  1.1332  0.3188
H  -1.7050  2.4027  -0.8311
H  0.3894  -1.8923  0.8930
H  -1.2798  -1.2657  0.5208
O  -0.2907  -0.9640  3.2318
B  -0.0936  -0.1248  2.1449
O  0.1812  1.1933  2.6676
C  0.0046  1.1268  4.0518
C  0.1915  2.0359  5.1021
C  0.0921  1.5012  6.4083
C  -0.2282  0.1604  6.6450
C  -0.4752  -0.7310  5.6120
C  -0.3147  -0.2177  4.3417
H  0.3923  3.0973  4.9447
H  0.2565  2.1576  7.2705
H  -0.3027  -0.2231  7.6705
H  -0.7614  -1.7819  5.7231

For the HOMO energy, the calculation gives -0.07802 hartree. For the energy above the lowest of the compared OMol25 structures with the same formula, charge and spin, the calculation gives 0.00 kJ/mol. Its total energy is -1454.8158 a.u. Its total charge is -1.

These are the natural (NBO) partial charges, in e, on atoms 1 to 5: Bi 0.855; Cl -0.738; C -1.015; C -1.013; H 0.204



Record 4
Entry from the OMol25 dataset: 2 unconnected molecules or ions with the total composition C10H15BBrF4N2O7 in a non-equilibrium geometry (ωB97M-V with the def2-TZVPD basis set).

Cartesian coordinates (Å):
N  -0.3442  1.0544  -2.4642
B  0.1047  -0.2747  -2.0048
O  1.4380  -0.6020  -2.0333
C  -0.9547  -1.3476  -1.3705
Br  -2.4154  -0.2468  -0.5524
C  -0.3492  -2.1701  -0.1849
O  -0.3762  -1.4265  1.0007
F  0.9731  -2.5150  -0.3624
N  -1.1656  -3.3265  -0.1232
C  -1.9531  -3.5289  -1.2603
O  -2.7198  -4.4519  -1.3755
C  -1.5749  -2.4437  -2.2591
C  -0.4682  -3.1033  -3.2511
O  0.2628  -2.2293  -3.7254
O  -0.5564  -4.3102  -3.4121
C  -2.7684  -2.0454  -3.1396
F  -3.9594  -2.2624  -2.5742
F  -2.7257  -0.7415  -3.4746
F  -2.7837  -2.7033  -4.2992
H  -0.2617  1.0675  -3.4777
H  0.2907  1.7689  -2.1188
H  2.0102  0.0655  -1.6409
H  0.1849  -1.9011  1.6258
H  -0.7743  -4.1817  0.2471
C  0.7368  1.8780  4.3584
O  1.6258  2.9382  4.0516
C  2.6500  2.5725  3.1437
C  2.3347  2.9979  1.7262
O  1.2027  2.3220  1.2194
C  0.0107  3.0902  1.2439
H  -0.1308  2.3142  4.8507
H  0.4078  1.3534  3.4590
H  1.2076  1.1621  5.0421
H  2.8183  1.4909  3.1731
H  3.5701  3.0691  3.4691
H  3.1878  2.7435  1.0878
H  2.1902  4.0830  1.6829
H  0.0179  3.8298  0.4356
H  -0.1211  3.6031  2.2000
H  -0.8219  2.4078  1.0872

For the HOMO energy, the calculation gives -0.19747 hartree. For the energy above the lowest of the compared OMol25 structures with the same formula, charge and spin, the calculation gives 0.00 kJ/mol. Its total energy is -4024.7368 a.u. Its total charge is -1.

These are the natural (NBO) partial charges, in e, on atoms 1 to 5: N -1.162; B 1.171; O -0.895; C -0.363; Br -0.004